Record 1
11
Properties=species:S:1:pos:R:3:forces:R:3 method="wB97M-V/def2-TZVPD" de_lowest_ev=1.6214 homo_energy_ev=-8.45 orbital_gap_ha=0.3181 e_tot_ha=-1440.6036 smiles="S=c1o[nH]c(S)c1S"
S -0.89851 0.50154 2.57701 -0.2 0.1 0.4
C -0.03150 0.45342 1.22013 0.1 -0.6 -1.5
O 1.24239 0.93283 1.12300 0.2 0.6 1.2
N 1.78884 0.60548 -0.09889 0.2 -0.3 0.2
C 0.79637 0.05662 -0.82709 -0.8 -1.3 -1.9
S 1.14800 -0.44582 -2.48870 0.2 0.3 0.3
C -0.31742 -0.13672 -0.09624 -0.2 0.5 1.1
S -1.83586 -0.85590 -0.55722 0.0 -0.3 0.6
H 2.28941 1.38391 -0.47048 0.4 0.6 -0.2
H -0.02335 -1.05017 -2.75447 0.0 0.1 0.3
H -2.02976 -1.47164 0.65502 0.1 0.3 -0.6

***

Record 2
16
Properties=species:S:1:pos:R:3:forces:R:3 method="wB97M-V/def2-TZVPD" de_lowest_ev=3.0840 homo_energy_ev=-9.36 orbital_gap_ha=0.3685 e_tot_ha=-425.0918 smiles=O[C@H]1CN[C@@H]2[C@@H](F)[C@@H]21
O -1.64661 -1.19889 -1.16913 -3.2 0.8 -0.8
C -0.90557 -0.52901 -0.20526 0.8 0.5 -0.6
C 0.03053 -1.43683 0.54508 -0.2 0.2 -1.1
N 1.18296 -0.66194 0.86675 1.1 1.9 3.3
C 1.35379 0.49445 -0.01309 -2.2 0.4 -1.7
C 0.41865 1.72015 0.15132 1.1 -1.7 -0.9
F 0.79742 2.82568 -0.57575 0.0 -0.1 0.4
C -0.01301 0.58581 -0.73346 0.0 0.9 -0.5
H -2.57885 -0.75425 -1.17715 2.6 -1.4 -0.2
H -1.56269 -0.05214 0.44785 -1.3 0.6 1.6
H -0.40283 -1.85994 1.40002 -0.7 -0.2 1.6
H 0.28467 -2.31043 0.01453 0.4 -0.9 -1.5
H 0.95601 -0.35286 1.87396 1.3 -0.1 -2.0
H 2.11922 0.70016 -0.76701 0.7 -0.7 1.0
H 0.08745 1.94209 1.13832 -0.6 0.2 0.5
H -0.12114 0.88795 -1.79698 0.3 -0.5 0.8

***

Record 3
119
Properties=species:S:1:pos:R:3:forces:R:3 method="wB97M-V/def2-TZVPD" de_lowest_ev=1.9280 homo_energy_ev=-8.07 orbital_gap_ha=0.0983 e_tot_ha=-2370.8971 total_charge=+1
C 5.66277 0.58344 0.44600 -0.4 -0.7 -0.1
O 5.03338 -0.72520 0.38722 0.1 0.5 0.1
C 3.71063 -0.85310 0.10574 -0.6 0.1 -0.6
C 2.91701 0.17996 -0.41151 0.6 -0.1 0.5
C 1.55845 -0.00049 -0.63162 -0.3 -0.6 -0.2
C 0.97537 -1.27685 -0.50795 1.4 0.5 0.5
C -0.41378 -1.47335 -0.77397 0.3 -2.2 -0.7
N -0.89482 -2.69702 -1.23914 -2.8 1.8 0.8
C -0.25476 -3.74544 -1.96351 0.3 -1.0 -0.6
C -0.59662 -5.08617 -1.68611 0.3 -0.4 0.5
C -1.81185 -5.54864 -0.86400 -0.4 0.6 0.2
C -1.46062 -6.00681 0.55409 0.2 -0.1 0.0
C -2.63994 -6.63860 -1.56712 0.3 0.1 -0.2
C 0.25995 -6.07059 -2.18511 0.1 0.2 -0.3
C 1.34133 -5.74359 -3.00551 0.0 -0.1 0.1
C 1.51395 -4.43287 -3.45746 -0.4 -0.3 0.2
C 0.65606 -3.42826 -3.00220 -0.1 0.2 0.0
C 0.62000 -2.08034 -3.72550 -0.1 0.3 0.5
C -0.05720 -2.19609 -5.10662 -0.1 -0.3 0.1
C 2.00406 -1.43277 -3.81504 0.1 0.1 0.0
N -2.23250 -2.72219 -1.18674 1.2 1.0 -0.9
N -2.62038 -1.50585 -0.74994 1.7 -0.5 -0.6
C -4.03362 -1.27717 -0.83604 -0.8 -0.7 -0.5
C -4.87971 -2.11131 -0.05594 0.3 0.2 0.5
C -4.33698 -3.15591 0.93421 0.3 -0.1 -0.6
C -5.27800 -4.35603 1.14787 -0.1 0.1 0.0
C -3.90110 -2.52142 2.25044 -0.1 0.2 0.1
C -6.24982 -1.97903 -0.21184 -0.1 0.1 -0.2
C -6.77262 -1.10139 -1.15629 -0.2 0.2 0.2
C -5.93928 -0.36101 -1.97718 -0.1 -0.2 0.1
C -4.55612 -0.51669 -1.90266 0.4 0.0 0.0
C -3.71975 -0.00678 -3.08960 0.0 -0.1 0.7
C -3.79067 1.50836 -3.23085 0.1 0.1 0.1
C -4.18878 -0.67882 -4.38667 -0.1 -0.2 0.1
C -1.50376 -0.63480 -0.57045 -1.5 1.5 0.7
C -1.56259 0.72643 -0.25209 -0.5 -1.3 -0.3
C 1.80603 -2.34133 -0.05249 -0.7 0.5 -0.3
C 3.12731 -2.13219 0.25757 0.6 0.6 0.1
H 6.69688 0.33198 0.69280 -0.2 0.3 0.0
H 5.63293 1.11192 -0.52133 0.0 -0.3 0.3
H 5.22207 1.22133 1.23265 0.0 -0.3 -0.2
H 3.39072 1.12146 -0.66937 -0.1 -0.5 0.1
H 0.94335 0.83178 -0.96810 0.2 -0.2 -0.1
H -2.46784 -4.67773 -0.77973 0.2 -0.5 0.0
H -0.95910 -5.21292 1.12459 -0.1 -0.2 -0.1
H -2.37379 -6.30020 1.09903 0.3 0.1 -0.2
H -0.79262 -6.87855 0.50604 -0.1 0.2 0.2
H -3.01023 -6.28359 -2.53844 0.1 -0.2 0.2
H -2.03659 -7.54393 -1.72321 -0.3 0.1 0.0
H -3.50763 -6.90509 -0.94442 0.3 0.1 -0.2
H 0.05724 -7.11186 -1.92287 0.2 0.3 -0.2
H 2.02553 -6.53121 -3.32595 -0.2 0.2 0.0
H 2.29756 -4.20371 -4.18826 -0.4 -0.1 0.3
H -0.01505 -1.41384 -3.12585 0.2 -0.1 -0.2
H -1.07749 -2.59282 -4.98807 0.3 0.1 -0.1
H -0.13190 -1.21204 -5.59704 0.1 -0.3 0.2
H 0.50681 -2.87456 -5.76707 -0.2 0.2 0.2
H 2.52054 -1.52839 -2.85262 0.0 0.1 -0.2
H 2.61979 -1.90552 -4.59493 -0.1 0.1 0.2
H 1.91009 -0.36019 -4.04486 0.1 -0.3 0.0
H -3.43803 -3.55197 0.44839 -0.2 0.0 0.3
H -5.68919 -4.72419 0.19700 0.1 0.1 0.2
H -4.73874 -5.19240 1.61865 -0.1 0.3 -0.1
H -6.11961 -4.08963 1.80204 0.2 -0.1 -0.1
H -3.16560 -1.73051 2.06541 -0.1 -0.1 0.1
H -4.76195 -2.07576 2.76601 0.2 -0.1 0.0
H -3.44760 -3.27152 2.90777 -0.1 0.1 -0.1
H -6.91765 -2.57496 0.40886 0.1 0.1 -0.3
H -7.84837 -1.02196 -1.26158 0.0 0.1 0.0
H -6.35090 0.31138 -2.72868 0.0 -0.3 0.1
H -2.67447 -0.28658 -2.89806 -0.2 0.1 -0.2
H -3.27268 1.99148 -2.39785 -0.1 0.0 -0.1
H -3.30486 1.79707 -4.16736 0.0 0.1 0.1
H -4.82783 1.86627 -3.25475 0.2 -0.1 0.0
H -4.15617 -1.77121 -4.29950 0.0 0.2 -0.1
H -5.22175 -0.38889 -4.62145 0.2 -0.1 0.0
H -3.54966 -0.37226 -5.22097 -0.1 0.0 0.1
H -2.53225 1.20343 -0.28220 0.1 0.1 0.3
H -0.67365 1.28287 -0.00519 -0.1 0.0 -0.1
H 1.36240 -3.33046 0.05535 0.2 0.2 0.0
H 3.76521 -2.92925 0.61737 -0.1 -0.1 0.0
C 2.29145 8.21379 5.94118 0.0 -0.3 -0.2
C 2.07486 8.22578 4.55471 -0.2 0.0 0.1
C 1.86897 7.03841 3.83952 0.1 -0.2 0.0
C 2.03626 5.79029 4.47690 -0.2 0.6 0.6
C 2.09242 4.52126 3.70783 -1.4 -0.7 -1.3
C 1.20689 4.35111 2.61984 0.1 0.9 2.0
C 1.30979 3.49977 1.50931 0.8 -0.1 -0.7
C 1.66646 4.11740 0.24851 -0.6 0.9 -1.0
C 2.69251 3.59696 -0.58067 -0.4 -0.5 0.3
C 3.19600 4.28454 -1.68591 -0.2 0.3 0.1
C 2.74824 5.58892 -1.96763 0.0 -0.6 0.9
C 1.71631 6.13018 -1.16909 -0.3 -0.3 0.0
C 1.13938 5.38912 -0.12383 0.5 0.3 -0.1
C 3.15845 3.57135 4.04704 1.3 -0.1 0.2
C 3.07991 2.18607 3.77410 0.1 0.3 0.6
C 4.00048 1.30754 4.35264 0.1 0.1 -0.3
C 5.13726 1.79147 5.01221 -0.3 0.3 0.3
C 5.29683 3.17213 5.20677 0.0 -0.4 -0.3
C 4.32704 4.04610 4.72076 -0.2 -0.1 0.0
C 2.23325 5.79063 5.88468 0.0 -0.1 -0.3
C 2.33263 6.97963 6.60985 -0.1 0.0 -0.2
H 2.42307 9.15091 6.50586 -0.1 -0.6 -0.4
H 2.05777 9.17852 4.01933 -0.1 -0.3 0.2
H 1.59861 7.06998 2.77084 0.5 0.1 0.6
H 0.42884 5.12474 2.53371 0.7 0.3 -0.3
H 1.21812 2.41141 1.59438 0.9 0.2 -0.1
H 3.10140 2.64317 -0.26272 0.0 0.4 -0.3
H 3.93465 3.80165 -2.33790 -0.2 0.3 0.5
H 3.24621 6.17723 -2.74693 -0.5 -0.3 0.2
H 1.35230 7.13817 -1.40658 0.0 -0.5 0.2
H 0.27446 5.76073 0.43871 0.5 0.1 -0.4
H 2.27218 1.79115 3.16048 0.1 0.0 0.5
H 3.82132 0.23081 4.29414 0.2 0.4 -0.2
H 5.88640 1.09719 5.40174 -0.3 0.2 -0.1
H 6.17337 3.55259 5.75214 -0.5 -0.2 -0.4
H 4.49610 5.11918 4.87195 -0.3 -0.5 -0.1
H 2.28044 4.82505 6.39683 0.1 0.4 -0.1
H 2.45038 6.95172 7.70105 0.0 0.0 -0.6

***

Record 4
138
Properties=species:S:1:pos:R:3:forces:R:3 method="wB97M-V/def2-TZVPD" de_lowest_ev=7.1845 homo_energy_ev=-8.55 orbital_gap_ha=0.3149 e_tot_ha=-2767.5550 smiles=COC[C@H](C)N.COC[C@H](C)N.COC[C@H](C)N.COC[C@H](C)N.OCCO.OCCO.OCCO.OCCO.OCCO.OCCO.OCCO
C 20.80247 -12.63899 9.75553 -0.8 1.2 -0.7
O 19.89475 -12.92112 8.67956 1.1 -0.2 0.2
C 18.85907 -11.97734 8.49488 0.5 -0.2 -1.8
C 18.41125 -12.03392 7.00026 -0.6 -2.2 2.0
C 17.51020 -10.95696 6.55190 -0.1 1.3 -0.2
N 17.66731 -13.28624 6.65593 0.5 0.4 -0.8
H 21.50426 -13.44799 9.95832 -0.7 -0.3 0.0
H 20.21199 -12.26384 10.59141 0.1 -0.6 0.6
H 21.43269 -11.78346 9.51267 0.2 0.2 -0.4
H 18.07507 -12.22891 9.20914 -0.5 0.3 -0.1
H 19.15682 -10.93257 8.58373 0.5 0.1 0.7
H 19.24368 -12.04251 6.29664 0.6 0.0 0.6
H 17.93341 -9.95923 6.66823 -0.1 0.2 -0.1
H 16.53130 -11.01312 7.02804 -0.1 0.1 0.0
H 17.43638 -11.21463 5.49537 -0.6 0.9 -0.2
H 17.16638 -12.85283 5.89349 0.0 -1.4 -1.2
H 16.80450 -13.46552 7.14941 0.1 0.2 1.4
C 15.28191 -17.02635 6.66395 -0.9 -0.5 0.4
O 15.04503 -18.43400 6.57355 -0.2 -0.2 -0.1
C 15.70992 -18.99476 5.45335 1.4 -0.6 0.1
C 15.95382 -20.52006 5.57392 1.0 0.2 -0.4
C 16.75630 -21.15966 4.44850 0.3 0.0 -1.6
N 14.69865 -21.21392 5.53181 -0.6 -0.1 0.9
H 16.27025 -16.81399 7.07160 0.3 0.0 -0.3
H 14.53850 -16.64689 7.36498 0.0 0.0 0.1
H 15.09383 -16.53784 5.70787 0.4 0.1 0.0
H 15.13631 -18.87102 4.53479 0.0 0.5 -0.2
H 16.68702 -18.51179 5.44183 0.2 0.2 -0.7
H 16.53422 -20.71187 6.47638 -0.4 0.0 0.5
H 16.19781 -21.22607 3.51481 -0.6 0.8 -0.3
H 16.88811 -22.23931 4.51985 0.4 0.0 1.1
H 17.68394 -20.69822 4.10989 0.2 0.1 0.6
H 14.44173 -21.21167 4.55503 -0.5 0.0 -0.1
H 14.09220 -20.55870 6.00405 -0.9 -0.4 0.1
C 11.36665 -10.91748 7.72705 0.3 1.7 -0.6
O 10.75196 -9.62070 7.36893 -1.3 -2.0 0.4
C 9.37406 -9.64400 6.85219 1.8 2.0 -0.1
C 9.22341 -8.24769 6.16962 -0.3 -0.2 -0.6
C 10.12030 -7.94006 4.92111 -0.4 -1.8 0.6
N 9.22228 -7.19599 7.15154 -0.1 0.0 0.5
H 10.91747 -11.65081 8.39680 -1.2 0.4 -0.1
H 12.23291 -10.57907 8.29553 0.4 -0.2 -0.4
H 11.59971 -11.40321 6.77950 0.3 -0.2 0.2
H 9.15119 -10.43798 6.13944 0.3 -0.2 0.1
H 8.67110 -9.62754 7.68507 -0.1 -0.4 0.1
H 8.20916 -8.23861 5.77047 -0.3 -0.3 -0.2
H 9.53702 -8.42907 4.14089 0.3 0.6 -0.7
H 11.07049 -8.47378 4.90139 0.2 0.0 0.4
H 10.34594 -6.88715 4.75212 -0.5 0.0 0.0
H 9.70406 -7.47149 7.99539 0.4 0.5 -0.1
H 9.54675 -6.33785 6.72915 0.2 0.0 0.6
C 12.37034 -20.17487 2.68256 0.1 0.8 1.6
O 12.78252 -18.99059 3.39935 0.6 0.5 -1.6
C 13.03148 -17.85873 2.49636 0.2 -0.7 1.7
C 13.19068 -16.61117 3.40629 0.2 -1.4 -0.6
C 11.93570 -16.15785 4.09440 -0.7 -1.6 0.8
N 13.65759 -15.56760 2.59703 1.6 2.0 -1.8
H 11.29783 -20.00245 2.59266 0.0 -0.8 -0.9
H 12.56720 -21.02255 3.33891 -0.3 0.0 0.3
H 12.97067 -20.41539 1.80515 -0.3 0.6 -0.5
H 13.96200 -18.03246 1.95594 0.4 0.0 0.1
H 12.30465 -17.75815 1.69031 -0.8 0.0 0.3
H 14.05849 -16.88555 4.00605 -0.5 -0.1 0.8
H 11.33237 -15.68997 3.31646 -0.3 0.2 0.3
H 12.05392 -15.52271 4.97231 0.4 0.3 -0.4
H 11.44584 -17.05187 4.48021 -0.4 -0.1 0.0
H 13.46146 -14.67732 3.03181 -0.1 0.2 0.1
H 13.20405 -15.50405 1.69682 -0.3 -0.1 -0.1
O 15.93475 -12.07299 -0.33522 1.2 1.9 -1.5
C 15.91417 -13.37570 0.04246 -3.4 -1.6 2.0
C 14.48019 -13.97393 -0.21633 1.2 -0.3 -1.9
O 13.38786 -13.23668 0.28513 -0.4 0.3 1.9
H 15.25095 -11.56940 0.11244 0.0 0.0 0.3
H 16.72210 -14.03711 -0.27038 0.0 0.5 -0.6
H 15.88243 -13.44653 1.12970 0.7 0.0 0.6
H 14.54391 -14.97204 0.21706 -0.7 0.1 0.1
H 14.18894 -14.00604 -1.26621 1.0 -0.7 -0.5
H 13.31475 -12.37215 -0.12577 0.4 0.0 -0.4
O 10.33253 -8.78094 1.68459 -0.7 -0.6 1.1
C 11.64476 -8.70702 1.15094 -2.4 1.5 -2.0
C 12.42719 -9.88411 1.50937 3.0 0.2 2.1
O 13.83796 -9.75667 1.16640 -0.1 -0.8 -1.2
H 10.04283 -7.89041 1.89586 -0.1 -0.1 0.1
H 11.37412 -8.65998 0.09612 1.2 0.1 -0.6
H 12.04006 -7.74069 1.46405 0.8 -0.4 0.0
H 12.12622 -10.88043 1.18552 -0.4 0.3 0.0
H 12.56092 -9.80986 2.58858 -1.3 -0.9 0.5
H 14.14100 -8.85014 1.25565 -0.2 0.5 -0.1
O 14.52927 -14.08913 8.21935 0.2 0.6 0.6
C 14.70841 -12.86796 8.96145 -1.5 0.3 -0.7
C 13.97538 -12.83162 10.31418 0.9 -2.5 -0.8
O 13.98785 -11.55654 10.82391 -0.2 1.0 0.5
H 15.32657 -14.61560 8.12595 0.2 0.1 0.3
H 15.71285 -12.45830 9.06814 0.4 -0.6 0.0
H 14.18682 -12.11460 8.37113 0.0 0.2 -0.2
H 14.47907 -13.55500 10.95536 0.2 0.0 0.5
H 12.97636 -13.25938 10.22991 -0.2 0.6 -0.2
H 14.90607 -11.36454 11.02790 0.0 0.3 0.2
O 9.89653 -13.04716 4.50503 0.4 -0.1 -0.4
C 9.78476 -12.16090 3.43656 -0.5 2.1 -2.6
C 9.65840 -12.64163 1.94752 -2.4 -0.8 1.8
O 10.52502 -13.63693 1.56433 1.1 -0.2 -0.6
H 9.19437 -13.68950 4.37868 0.0 -0.4 0.2
H 8.90461 -11.53318 3.57590 -0.3 0.1 0.1
H 10.56038 -11.41143 3.27905 0.9 -0.3 1.5
H 9.58123 -11.79614 1.26393 0.4 0.4 0.2
H 8.66454 -13.08579 1.89225 -0.4 -0.2 -0.2
H 11.19346 -13.22744 1.01015 0.6 -0.5 0.0
O 12.64466 -13.26170 4.56341 0.9 -1.9 0.1
C 13.61710 -12.28608 4.86392 -2.1 1.4 -1.4
C 14.88925 -12.44817 4.04464 -1.7 0.7 0.4
O 15.64677 -13.44624 4.63906 1.3 -0.2 0.0
H 11.73238 -12.98744 4.68225 -0.1 0.1 0.2
H 13.04946 -11.41355 4.54052 0.8 1.1 0.0
H 13.77649 -12.13939 5.93218 0.5 -0.5 0.1
H 15.28490 -11.43253 4.03871 1.1 -0.3 0.5
H 14.74747 -12.65390 2.98366 -0.7 -0.2 -0.1
H 15.15407 -14.26404 4.53881 0.1 -0.3 0.0
O 14.88393 -8.88920 4.10381 -1.3 -0.9 0.6
C 15.47813 -7.65379 3.90113 -0.1 0.2 -0.5
C 14.61953 -6.58417 3.23413 0.5 0.9 1.7
O 14.30725 -6.90001 1.91995 0.0 -0.6 -1.3
H 14.42452 -9.13109 3.29633 0.0 -0.4 -0.2
H 15.78077 -7.28759 4.88215 0.3 0.0 -0.1
H 16.31489 -7.90574 3.24962 0.6 1.0 0.0
H 15.19835 -5.67483 3.39589 0.4 0.3 -0.8
H 13.71109 -6.29598 3.76306 -0.3 -0.8 0.4
H 14.37890 -6.16292 1.30908 0.1 0.1 0.2
O 17.27674 -16.09992 4.06996 -0.2 -1.1 0.1
C 17.49538 -16.87496 2.90623 0.8 1.3 -0.9
C 18.85416 -16.50608 2.27854 -0.6 -0.4 0.6
O 18.98018 -15.04569 2.07673 0.1 -2.4 0.0
H 17.42633 -15.19753 3.77856 0.0 0.4 0.2
H 17.49718 -17.95874 3.02248 -0.1 0.0 0.8
H 16.70667 -16.66450 2.18392 -0.2 0.1 -0.2
H 18.96896 -17.20038 1.44615 -0.1 0.9 -1.2
H 19.65840 -16.90658 2.89570 0.1 0.6 0.7
H 19.88766 -14.91427 2.36101 0.0 0.6 -0.1